(1)
{"formula": "C54H50BO7", "method": "ωB97M-V/def2-TZVPD", "homo_lumo_gap_ev": 1.97, "mol_weight_da": 821.80, "charge": -1, "elements": ["C", "C", "C", "C", "C", "C", "C", "C", "C", "C", "B", "O", "C", "C", "H", "H", "H", "H", "H", "H", "H", "H", "H", "H", "H", "H", "H", "H", "H", "H", "H", "H", "H", "H", "H", "H", "H", "H", "H", "H", "C", "C", "C", "C", "C", "C", "C", "O", "C", "C", "C", "C", "C", "C", "C", "O", "H", "H", "H", "H", "H", "H", "H", "H", "C", "C", "C", "C", "C", "C", "C", "O", "C", "C", "C", "C", "C", "C", "C", "O", "H", "H", "H", "H", "H", "H", "H", "H", "C", "C", "C", "C", "C", "C", "C", "O", "C", "C", "C", "C", "C", "C", "C", "O", "H", "H", "H", "H", "H", "H", "H", "H"], "xyz": [[-2.249, 1.116, 5.030], [-1.355, 0.512, 3.946], [-1.708, -0.955, 3.664], [-1.136, -1.491, 2.337], [0.191, -2.227, 2.544], [0.713, -2.883, 1.268], [1.909, -3.821, 1.521], [2.915, -3.268, 2.538], [3.589, -1.956, 2.065], [3.602, -0.813, 3.100], [3.390, 0.522, 2.390], [4.478, 1.354, 2.057], [1.978, 1.080, 1.860], [2.015, 2.252, 0.861], [-2.280, 0.457, 5.902], [-1.860, 2.078, 5.370], [-3.267, 1.271, 4.664], [-0.317, 0.551, 4.285], [-1.429, 1.090, 3.021], [-1.257, -1.544, 4.472], [-2.788, -1.115, 3.740], [-0.916, -0.625, 1.705], [-1.855, -2.155, 1.844], [0.048, -3.010, 3.300], [0.923, -1.502, 2.913], [-0.110, -3.475, 0.843], [0.991, -2.129, 0.524], [2.461, -3.964, 0.585], [1.519, -4.791, 1.852], [3.718, -4.014, 2.627], [2.488, -3.179, 3.539], [3.063, -1.642, 1.136], [4.612, -2.213, 1.744], [2.818, -1.004, 3.851], [5.076, 1.315, 2.810], [1.436, 0.252, 1.377], [1.364, 1.373, 2.720], [2.298, 1.909, -0.138], [1.042, 2.751, 0.772], [2.744, 3.005, 1.166], [-2.962, -0.629, -1.255], [-1.590, -0.498, -1.075], [-0.883, 0.467, -1.775], [-1.548, 1.297, -2.669], [-2.926, 1.153, -2.863], [-3.630, 0.193, -2.146], [-3.658, 2.001, -3.838], [-4.859, 1.888, -4.005], [-2.879, 3.009, -4.612], [-3.536, 3.790, -5.556], [-2.833, 4.741, -6.275], [-1.472, 4.920, -6.049], [-0.814, 4.143, -5.111], [-1.513, 3.182, -4.394], [-0.774, 2.339, -3.402], [0.410, 2.502, -3.215], [-3.508, -1.378, -0.696], [-1.072, -1.149, -0.385], [0.183, 0.587, -1.633], [-4.696, 0.097, -2.299], [-4.596, 3.641, -5.716], [-3.345, 5.347, -7.012], [-0.925, 5.669, -6.607], [0.244, 4.269, -4.923], [8.561, -5.060, 1.620], [7.278, -4.527, 1.651], [6.221, -5.230, 1.097], [6.443, -6.467, 0.503], [7.738, -6.993, 0.454], [8.793, -6.288, 1.022], [8.017, -8.294, -0.211], [9.137, -8.762, -0.252], [6.868, -9.013, -0.839], [7.106, -10.207, -1.510], [6.055, -10.898, -2.087], [4.758, -10.403, -1.991], [4.516, -9.213, -1.326], [5.570, -8.511, -0.755], [5.286, -7.215, -0.065], [4.154, -6.798, 0.031], [9.384, -4.511, 2.060], [7.094, -3.561, 2.105], [5.224, -4.809, 1.118], [9.787, -6.711, 0.986], [8.120, -10.580, -1.572], [6.243, -11.825, -2.613], [3.936, -10.947, -2.438], [3.515, -8.811, -1.244], [-4.297, 9.471, 1.617], [-5.547, 10.062, 1.471], [-6.551, 9.406, 0.779], [-6.306, 8.156, 0.222], [-5.047, 7.571, 0.355], [-4.046, 8.228, 1.060], [-4.742, 6.246, -0.263], [-3.650, 5.738, -0.142], [-5.827, 5.579, -1.038], [-5.559, 4.367, -1.662], [-6.549, 3.720, -2.381], [-7.818, 4.283, -2.471], [-8.094, 5.492, -1.854], [-7.099, 6.148, -1.139], [-7.409, 7.460, -0.505], [-8.516, 7.951, -0.577], [-3.516, 9.982, 2.164], [-5.738, 11.038, 1.900], [-7.530, 9.849, 0.662], [-3.079, 7.755, 1.161], [-4.567, 3.943, -1.577], [-6.324, 2.781, -2.866], [-8.594, 3.776, -3.031], [-9.075, 5.942, -1.918]], "lowdin_charge": [-0.1256, -0.2708, -0.2180, -0.2190, -0.2185, -0.2230, -0.2172, -0.2356, -0.2943, -0.1529, -0.6361, 0.0377, -0.1684, -0.1413, 0.0685, 0.0639, 0.0660, 0.1044, 0.1044, 0.1072, 0.1017, 0.0828, 0.1025, 0.1204, 0.0939, 0.1015, 0.0924, 0.1021, 0.1017, 0.0806, 0.0933, 0.0830, 0.0716, 0.0043, 0.0619, 0.0702, 0.0814, 0.0622, 0.0526, 0.0558, -0.0452, -0.0366, 0.0233, -0.0756, -0.0883, -0.0043, -0.2770, 0.0566, -0.0819, -0.0051, -0.0642, -0.0605, -0.0007, -0.0759, -0.2737, 0.1196, 0.1085, 0.0810, 0.1233, 0.1175, 0.1187, 0.1038, 0.1050, 0.1213, -0.0555, -0.0363, 0.0134, -0.0777, -0.0904, -0.0095, -0.2803, 0.0946, -0.0828, -0.0091, -0.0672, -0.0646, -0.0042, -0.0794, -0.2755, 0.1147, 0.1061, 0.1148, 0.1056, 0.1160, 0.1169, 0.1028, 0.1038, 0.1200, -0.0593, -0.0631, -0.0075, -0.0837, -0.0805, -0.0004, -0.2768, 0.1166, -0.0795, 0.0116, -0.0425, -0.0495, -0.0067, -0.0877, -0.2793, 0.0979, 0.1063, 0.1044, 0.1176, 0.1223, 0.1201, 0.0827, 0.1064, 0.1172]}

(2)
{"formula": "C6H29NO8", "method": "ωB97M-V/def2-TZVPD", "homo_lumo_gap_ev": 8.83, "mol_weight_da": 243.30, "de_lowest_kcal_mol": 57.1, "smiles": "C[C@@H]1CCCN1C.O.O.O.O.O.O.O.O", "elements": ["C", "C", "C", "C", "C", "N", "C", "H", "H", "H", "H", "H", "H", "H", "H", "H", "H", "H", "H", "H", "O", "H", "H", "O", "H", "H", "O", "H", "H", "O", "H", "H", "O", "H", "H", "O", "H", "H", "O", "H", "H", "O", "H", "H"], "xyz": [[2.839, 0.383, -2.182], [1.316, 0.602, -2.176], [0.853, 1.665, -3.155], [-0.362, 2.260, -2.440], [-0.449, 1.645, -1.029], [0.861, 0.930, -0.853], [0.942, 0.149, 0.339], [3.330, 1.186, -1.614], [3.098, -0.498, -1.597], [3.226, 0.313, -3.188], [0.804, -0.326, -2.528], [1.630, 2.422, -3.184], [0.789, 1.205, -4.140], [-1.274, 2.130, -3.015], [-0.196, 3.326, -2.400], [-0.532, 2.499, -0.351], [-1.224, 0.875, -1.014], [0.342, -0.774, 0.314], [1.987, -0.147, 0.540], [0.745, 0.742, 1.230], [-3.068, -1.897, -2.440], [-2.698, -2.312, -3.224], [-2.268, -1.692, -1.953], [1.252, -0.685, 3.471], [0.415, -0.224, 3.414], [1.395, -1.552, 3.147], [3.374, 1.117, 2.762], [3.083, 1.869, 2.217], [2.747, 0.474, 3.093], [-3.111, -3.623, 0.396], [-2.369, -4.182, 0.144], [-3.212, -3.024, -0.345], [-1.379, -0.741, 3.428], [-1.972, -1.475, 3.170], [-1.275, -0.853, 4.380], [2.657, 2.680, 0.648], [3.363, 3.081, 0.138], [2.027, 2.228, 0.046], [-3.300, -2.611, 2.864], [-3.803, -2.181, 2.157], [-2.687, -3.020, 2.203], [-2.855, -0.926, 0.751], [-1.895, -0.932, 0.842], [-3.148, -0.103, 1.136]], "lowdin_charge": [-0.0359, -0.4047, -0.1411, -0.1550, -0.1284, -0.2261, -0.0997, 0.0767, 0.0724, 0.0754, 0.1430, 0.1089, 0.1179, 0.1046, 0.0988, 0.1233, 0.1023, 0.0830, 0.0944, 0.0863, -0.0425, 0.0446, 0.0125, -0.0464, 0.0094, 0.0383, -0.0984, -0.0133, -0.0300, -0.0443, 0.0615, 0.0111, -0.0814, -0.0055, 0.0602, -0.0644, 0.0530, 0.0142, -0.0878, 0.0307, 0.0364, -0.0456, 0.0270, 0.0646]}

(3)
{"formula": "CH2ClFP2", "method": "ωB97M-V/def2-TZVPD", "homo_lumo_gap_ev": [8.03, 8.32], "mol_weight_da": 130.43, "de_lowest_kcal_mol": 97.3, "elements": ["C", "F", "P", "P", "Cl", "H", "H"], "xyz": [[0.059, -0.641, 0.110], [1.746, 1.411, 0.253], [-0.995, 0.850, -0.130], [0.975, 0.522, -0.902], [-0.482, -2.273, -0.327], [0.534, -0.689, 2.210], [-1.838, 0.820, -1.215]], "lowdin_charge": [-1.2859, -0.4272, 0.6028, 0.6234, 0.4439, 0.1874, -0.1443]}

(4)
{"formula": "C5H9NO4", "method": "ωB97M-V/def2-TZVPD", "homo_lumo_gap_ev": [7.56, 7.49], "mol_weight_da": 147.13, "de_lowest_kcal_mol": 170.1, "elements": ["C", "C", "C", "C", "C", "N", "O", "O", "O", "O", "H", "H", "H", "H", "H", "H", "H", "H", "H"], "xyz": [[-1.083, 1.403, -0.897], [0.042, -0.084, 1.542], [0.366, -1.474, -0.531], [0.263, 1.814, -0.835], [0.711, -0.312, 0.289], [2.044, 0.091, 0.016], [2.527, 0.772, 0.892], [-1.878, 1.656, 0.066], [2.655, -0.171, -0.978], [0.537, 2.665, 0.152], [-1.544, 0.906, -1.788], [-0.982, 0.187, 1.280], [0.010, -0.880, 2.405], [0.558, 0.706, 2.140], [0.934, -2.336, -0.133], [0.702, -1.209, -1.588], [-0.636, -1.635, -0.465], [0.977, 1.543, -1.567], [-0.273, 2.865, 0.562]], "lowdin_charge": [-0.2415, -0.0414, -0.0269, -0.1164, -0.3021, -0.4383, 0.0722, -0.0362, 0.0646, 0.1010, 0.1446, 0.0748, 0.1451, 0.1016, 0.1183, 0.1193, 0.0533, 0.1248, 0.0833]}

(5)
{"formula": "C2H6N2O3", "method": "ωB97M-V/def2-TZVPD", "homo_lumo_gap_ev": 11.25, "mol_weight_da": 106.08, "de_lowest_kcal_mol": 86.5, "smiles": "N=C=O.C=NO.O", "elements": ["N", "C", "O", "H", "C", "N", "O", "H", "H", "H", "O", "H", "H"], "xyz": [[0.331, -2.957, -1.780], [0.077, -1.955, -2.402], [-0.156, -1.091, -3.087], [0.517, -3.092, -0.799], [-1.168, -0.758, 0.710], [-0.093, -0.135, 0.625], [0.239, 0.700, 1.675], [-1.807, -0.540, 1.571], [-1.307, -1.367, -0.172], [1.170, 1.040, 1.570], [0.604, 3.692, 0.483], [0.392, 2.768, 0.357], [1.200, 3.695, 1.249]], "lowdin_charge": [0.1745, -0.4675, 0.1969, 0.0778, -0.0308, -0.1044, -0.0872, 0.0928, 0.0536, 0.1148, -0.0559, -0.0025, 0.0379]}